11
Properties=species:S:1:pos:R:3:forces:R:3 method="wB97M-V/def2-TZVPD" homo_lumo_gap_ev="9.10 / 9.10" smiles="N#C[C@@H](N=O)C(N)=O" e_above_lowest_kj_mol=450.3 e_tot_ha=-430.74947 max_force_ev_per_a=3.63
N 1.426393 -0.382488 0.256149 1.064 -1.459 0.014
C 0.751418 1.072888 -1.532761 1.567 1.834 -2.716
N -1.062012 -0.494352 1.247391 1.907 -1.718 -0.260
N 1.101519 1.851975 -2.329794 -0.947 -1.355 1.865
H -0.270556 -1.164077 1.501234 -1.950 1.394 -0.629
O -1.435793 1.531778 0.255259 0.078 -0.752 -0.478
C 0.460440 -0.065995 -0.738924 -3.366 -0.540 0.806
H 0.102197 -0.996051 -1.298645 0.511 1.364 0.569
H -1.714883 -0.225127 1.914192 -1.210 0.008 1.767
O 1.552957 -1.593430 0.381168 -0.041 1.231 0.180
C -0.911678 0.464881 0.344732 2.386 -0.006 -1.117

=====

44
Properties=species:S:1:pos:R:3:forces:R:3 method="wB97M-V/def2-TZVPD" total_charge=+1 homo_lumo_gap_ev=9.74 e_above_lowest_kj_mol=0.0 e_tot_ha=-1242.10816 max_force_ev_per_a=1.01
H 1.398612 -4.427236 0.194023 0.001 0.070 -0.032
O 1.008602 -3.552164 0.094301 0.205 0.513 -0.845
H 2.230194 -1.556348 -2.420432 -0.042 -0.235 -0.044
N -2.750151 -0.603133 0.094161 0.028 -0.887 -0.142
O 2.675296 0.220746 -2.459212 0.218 0.014 -0.608
C 2.257421 0.003561 0.522517 0.273 -0.508 0.116
H 2.539635 -0.525174 -0.386666 -0.067 -0.147 0.263
H 1.372745 -3.180371 -0.762621 -0.240 -0.499 0.745
H -2.628243 0.141839 0.774092 0.057 0.485 0.422
H -2.250442 -1.473548 0.408688 -0.333 0.148 -0.107
H 0.451870 -1.072023 0.802383 -0.048 0.186 0.127
O -2.731278 2.077818 0.799429 0.137 -0.512 -0.126
H -2.037954 -3.908550 0.932745 0.278 0.607 -0.490
S -1.006643 0.113462 2.977714 -0.137 0.096 -0.103
H 2.219506 3.448588 -0.107416 0.212 0.107 0.053
H 0.239292 1.779069 1.862120 -0.119 -0.144 -0.006
H -2.029043 2.678148 1.126320 -0.108 0.271 0.043
H -3.559863 2.552781 0.830616 -0.184 0.269 0.083
H 2.326038 0.622972 -1.658338 0.054 0.331 -0.219
H -2.536108 0.862868 -1.388996 -0.065 0.034 0.087
H -0.414020 -1.309019 -1.147929 0.178 -0.516 -0.010
H -0.762903 -3.354683 0.204297 -0.174 -0.127 0.148
H 2.647130 1.020167 0.454511 0.001 0.137 0.102
C 0.422511 0.718862 2.038631 0.286 -0.049 0.187
C 0.747964 -0.016735 0.733172 0.103 -0.055 -0.032
H 2.790841 -0.502774 1.334120 -0.160 0.139 -0.007
H 0.047898 3.665972 0.879248 -0.157 0.146 0.084
H -0.849965 4.576424 1.755806 -0.107 0.429 0.156
H -0.454692 -1.034650 3.391666 0.040 -0.028 -0.042
H 2.241348 -2.952925 -3.078605 -0.063 -0.050 0.078
H -0.484269 1.389488 -0.151722 -0.247 -0.107 0.005
H 3.423740 0.743703 -2.786755 -0.375 -0.155 0.256
H 1.195093 2.357678 -0.481096 -0.042 -0.340 -0.285
C -0.718754 -0.293235 -1.324701 0.271 0.834 0.269
H 1.289947 0.713327 2.704239 -0.111 -0.183 -0.075
N 0.071385 0.594801 -0.443519 -0.200 -0.144 0.315
O -0.705862 3.665536 1.512035 0.308 -0.234 -0.222
O 1.884877 -2.468754 -2.326318 0.080 0.286 -0.016
H -0.477076 -0.048680 -2.349956 0.129 -0.097 -0.385
O 1.295639 3.302138 -0.316482 -0.129 0.273 0.062
O -1.727210 -3.190263 0.345165 -0.010 -0.386 0.393
C -2.225762 -0.165974 -1.227305 0.059 0.065 -0.179
H -3.746975 -0.829356 0.040557 0.233 0.102 0.031
H -2.680371 -0.784354 -1.994492 -0.032 -0.136 -0.052

=====

15
Properties=species:S:1:pos:R:3:forces:R:3 method="wB97M-V/def2-TZVPD" homo_lumo_gap_ev=8.71 e_above_lowest_kj_mol=462.9 e_tot_ha=-412.94734 max_force_ev_per_a=13.16
H 1.864199 -1.693773 -0.755834 0.752 -1.539 -2.051
N -1.098000 -1.241006 0.086227 -3.904 -5.622 -0.462
H 2.393053 -2.060625 0.938947 -0.403 3.810 -2.366
N -2.275479 -0.605583 0.025785 -4.400 -5.464 0.209
H 0.398247 2.636396 0.060749 0.299 13.152 -0.367
H 3.148333 -0.396605 -0.244233 -0.647 -2.050 0.376
C 1.108269 -0.032944 -0.077690 5.307 -3.905 2.397
C 2.270842 -1.093548 -0.009768 -0.595 0.403 2.211
C -0.823978 0.938244 -0.035077 0.268 1.658 -0.351
N 0.272582 1.804343 0.078111 -2.802 -9.583 0.158
C -2.202878 0.654090 -0.047816 5.840 2.893 -0.061
H -3.317087 -1.051194 -0.015195 4.030 0.606 0.344
C -0.270134 -0.325743 -0.070926 3.767 4.617 0.216
H -2.952886 1.253230 0.016313 -4.730 3.448 0.187
N 1.484920 1.214723 0.050408 -2.782 -2.424 -0.440